(1)
{
  "formula": "C10H39NO12",
  "method": "ωB97M-V/def2-TZVPD",
  "lumo_ev": [-2.8, -8.5],
  "multiplicity": 2,
  "e_homo_ev": [-11.603, -11.603],
  "total_charge": 1,
  "species": ["C", "O", "C", "C", "N", "C", "C", "O", "C", "H", "H", "H", "H", "H", "H", "H", "H", "H", "H", "H", "H", "H", "H", "H", "O", "H", "H", "O", "H", "H", "O", "H", "H", "O", "H", "H", "O", "H", "H", "O", "H", "H", "C", "C", "O", "O", "H", "H", "H", "H", "H", "H", "C", "C", "O", "O", "H", "H", "H", "H", "H", "H"],
  "coordinates": [[6.59825, -1.81989, 1.30145], [5.42742, -1.07170, 1.56325], [4.20976, -1.52438, 1.04825], [2.97383, -0.58250, 1.29567], [2.92053, 0.47737, 0.21461], [1.94367, 1.56722, 0.42571], [2.22394, 2.43709, 1.67071], [3.52638, 2.94443, 1.57116], [3.93281, 3.93173, 2.48637], [6.82513, -1.83450, 0.23542], [6.35118, -2.85607, 1.53249], [7.40288, -1.39065, 1.89846], [3.97387, -2.44859, 1.57577], [4.27594, -1.71723, -0.02251], [3.07369, -0.16182, 2.29624], [1.99763, -1.06529, 1.25034], [3.78833, 0.99407, 0.21984], [0.93535, 1.18459, 0.58373], [1.86253, 2.23045, -0.43548], [2.06911, 2.07357, 2.68657], [1.49581, 3.24578, 1.60806], [3.62002, 3.55099, 3.45864], [3.45591, 4.87747, 2.22901], [5.01368, 4.04750, 2.56641], [-3.04298, 2.21650, -2.56201], [-3.78725, 2.01027, -1.99652], [-3.43371, 2.39495, -3.41742], [-3.35721, 1.98484, 1.83798], [-2.59601, 1.55930, 1.44335], [-3.21343, 2.91948, 1.68958], [-1.44415, 0.75274, -0.19371], [-0.98580, 1.30193, -0.82976], [-1.35880, -0.13611, -0.53853], [-0.54692, -2.33292, 1.18079], [-0.04162, -1.67062, 1.65225], [-0.77672, -2.97950, 1.84813], [1.31573, -0.18330, -2.14345], [0.61760, 0.46753, -2.07091], [1.94045, 0.05760, -1.45941], [-0.48165, 2.55863, -2.09103], [-0.50027, 3.36500, -1.57562], [-1.38844, 2.43093, -2.36971], [-1.58244, -4.27270, -1.44467], [-1.59428, -2.97918, -2.16003], [-1.61118, -1.87418, -1.26513], [-0.31964, -4.52296, -0.77738], [-1.79169, -5.09877, -2.12431], [-2.32586, -4.17263, -0.65385], [-2.46423, -2.90896, -2.81299], [-0.70481, -2.91613, -2.78690], [-1.16545, -2.19713, -0.47859], [-0.16389, -3.79036, -0.17684], [-4.73215, -0.39205, -0.70696], [-5.66389, 0.73276, -0.32270], [-5.75503, 1.81818, -1.28319], [-5.42375, -1.41899, -1.34502], [-4.33860, -0.86117, 0.19478], [-3.72716, -0.13989, -1.04540], [-5.32758, 1.07930, 0.65449], [-6.62156, 0.32602, 0.00213], [-6.67754, 1.90786, -1.53323], [-4.82571, -2.12591, -1.59841]]
}



(2)
{
  "formula": "C40H70O15",
  "method": "ωB97M-V/def2-TZVPD",
  "lumo_ev": 0.3,
  "relative_energy_kcal_mol": 0.00,
  "multiplicity": 1,
  "e_homo_ev": -9.167,
  "total_charge": 0,
  "smiles": "O=C1CCCO1.O=C1CCCO1.O=C1CCCO1.O=C1CCCO1.O=C1CCCO1.C1CCOC1.C1CCOC1.C1CCOC1.C1CCOC1.C1CCOC1",
  "species": ["O", "C", "C", "C", "C", "O", "H", "H", "H", "H", "H", "H", "O", "C", "C", "C", "C", "O", "H", "H", "H", "H", "H", "H", "O", "C", "C", "C", "C", "O", "H", "H", "H", "H", "H", "H", "O", "C", "C", "C", "C", "O", "H", "H", "H", "H", "H", "H", "O", "C", "C", "C", "C", "O", "H", "H", "H", "H", "H", "H", "C", "C", "C", "O", "C", "H", "H", "H", "H", "H", "H", "H", "H", "C", "C", "C", "O", "C", "H", "H", "H", "H", "H", "H", "H", "H", "C", "C", "C", "O", "C", "H", "H", "H", "H", "H", "H", "H", "H", "C", "C", "C", "O", "C", "H", "H", "H", "H", "H", "H", "H", "H", "C", "C", "C", "O", "C", "H", "H", "H", "H", "H", "H", "H", "H"],
  "coordinates": [[-3.07295, -0.20678, 7.60576], [-2.34095, -0.54959, 6.72609], [-2.04197, -1.94099, 6.17793], [-1.66508, -1.60355, 4.74626], [-0.88602, -0.31837, 4.95198], [-1.60034, 0.34912, 6.02415], [-1.18263, -2.30455, 6.74960], [-2.88343, -2.61328, 6.30453], [-1.10187, -2.37584, 4.22497], [-2.56710, -1.41952, 4.15531], [0.12475, -0.56696, 5.28417], [-0.89193, 0.33755, 4.09019], [1.13422, -3.55125, 4.22365], [1.51968, -4.30725, 3.38255], [2.43786, -4.04026, 2.20780], [2.08258, -5.15737, 1.22289], [1.53956, -6.24998, 2.13470], [1.05797, -5.57991, 3.31493], [2.26033, -3.03772, 1.82947], [3.47716, -4.12381, 2.53394], [1.33938, -4.78770, 0.51385], [2.91070, -5.50944, 0.60836], [0.73519, -6.85463, 1.73143], [2.36368, -6.87824, 2.48571], [-5.24333, -0.00270, 3.38067], [-5.21195, 0.42213, 2.26411], [-4.73936, -0.30467, 1.01089], [-5.34892, 0.49952, -0.12064], [-5.57178, 1.87990, 0.51819], [-5.61382, 1.67122, 1.94684], [-3.64593, -0.27940, 0.99901], [-5.04252, -1.33647, 1.17639], [-4.72706, 0.61708, -1.00749], [-6.26529, 0.01731, -0.47089], [-4.66991, 2.47304, 0.35163], [-6.47933, 2.40366, 0.24140], [2.61083, 5.19475, -1.78259], [1.76592, 4.87739, -2.56536], [1.65882, 5.22575, -4.04208], [0.64681, 4.21046, -4.56894], [-0.17447, 3.86711, -3.33847], [0.71057, 4.10776, -2.22221], [1.26038, 6.24302, -4.08712], [2.59687, 5.16977, -4.58387], [0.07921, 4.57321, -5.42343], [1.18896, 3.32909, -4.91449], [-1.06045, 4.48817, -3.20016], [-0.44953, 2.81780, -3.25852], [2.56797, 0.08834, 3.14572], [3.46787, 0.78870, 3.49864], [3.42785, 1.99519, 4.40196], [4.88670, 2.43239, 4.55500], [5.61844, 1.59970, 3.49910], [4.75213, 0.53878, 3.11913], [2.81070, 2.79617, 3.99126], [2.93896, 1.74097, 5.34122], [5.05583, 3.49439, 4.38204], [5.24384, 2.25937, 5.57079], [5.87598, 2.20240, 2.62070], [6.58936, 1.22617, 3.82852], [3.54936, 0.89104, -2.94455], [3.82819, 2.16843, -3.73413], [5.18992, 1.88824, -4.41101], [5.71717, 0.72497, -3.79775], [4.62659, -0.08633, -3.41691], [2.52155, 0.55199, -3.11766], [3.57308, 1.02308, -1.86188], [3.79786, 3.03619, -3.07543], [3.11626, 2.37040, -4.53715], [5.90302, 2.70041, -4.26274], [5.07025, 1.76875, -5.49416], [4.92651, -0.73704, -2.59615], [4.28214, -0.71288, -4.25000], [0.92707, 0.58207, 0.26179], [0.11986, 0.41602, -1.03356], [-1.24897, -0.07514, -0.54855], [-1.01848, -0.76004, 0.66976], [0.19137, -0.32116, 1.27650], [1.00584, 1.61754, 0.58496], [1.92281, 0.16722, 0.10151], [0.59986, -0.35595, -1.63615], [0.05366, 1.36438, -1.56523], [-1.79571, -0.68703, -1.26531], [-1.86850, 0.81530, -0.34520], [0.79823, -1.19751, 1.49497], [0.00486, 0.24622, 2.18563], [-4.69935, -4.12486, -2.15873], [-5.57924, -3.71264, -3.34745], [-5.59692, -2.20519, -3.23107], [-4.30888, -1.83967, -2.74093], [-3.75253, -2.91777, -1.98283], [-4.11781, -5.02431, -2.34370], [-5.30564, -4.23008, -1.25947], [-6.57118, -4.15348, -3.24474], [-5.14540, -4.06689, -4.28205], [-6.36306, -1.84623, -2.53244], [-5.73108, -1.68001, -4.17703], [-3.65106, -2.62793, -0.93659], [-2.78095, -3.14156, -2.42945], [1.54875, -4.28963, -3.20787], [2.86654, -3.83641, -2.56375], [2.44104, -2.63545, -1.72381], [1.15951, -3.04962, -1.23368], [0.47165, -3.57022, -2.36691], [1.43008, -5.36706, -3.09551], [1.47517, -4.04101, -4.26428], [3.61720, -3.57935, -3.31180], [3.27097, -4.57561, -1.87599], [2.34074, -1.67714, -2.25138], [3.06928, -2.44118, -0.85307], [0.01330, -2.72366, -2.89183], [-0.29408, -4.25579, -2.01022], [-0.89184, 5.46350, 0.73360], [-1.94391, 5.20482, -0.34060], [-2.03425, 3.69039, -0.32111], [-2.04888, 3.39811, 1.07854], [-1.22581, 4.35396, 1.76151], [-1.00315, 6.44162, 1.19365], [0.09333, 5.26167, 0.31949], [-1.63884, 5.63375, -1.30259], [-2.91454, 5.65927, -0.13726], [-1.17140, 3.19851, -0.78102], [-2.94469, 3.30739, -0.78328], [-0.31441, 3.86732, 2.11949], [-1.82156, 4.69612, 2.60740]]
}



(3)
{
  "formula": "C37H28BrCsIN5O3STe",
  "method": "ωB97M-V/def2-TZVPD",
  "lumo_ev": 3.8,
  "relative_energy_kcal_mol": 37.75,
  "multiplicity": 1,
  "e_homo_ev": -1.868,
  "total_charge": -2,
  "species": ["Cs", "O", "C", "N", "C", "C", "C", "C", "C", "C", "N", "C", "O", "C", "C", "C", "C", "C", "N", "C", "C", "C", "C", "C", "N", "H", "H", "H", "H", "H", "H", "H", "H", "H", "H", "H", "H", "O", "N", "C", "C", "C", "C", "C", "S", "H", "H", "H", "H", "C", "Te", "C", "C", "C", "C", "C", "C", "C", "H", "H", "H", "H", "H", "H", "H", "H", "Br", "C", "C", "C", "C", "C", "C", "I", "H", "H", "H", "H"],
  "coordinates": [[0.05990, -0.58818, 0.76831], [-2.18848, -2.95797, 1.07196], [-2.34652, -1.97064, 0.31108], [-2.60375, -0.71498, 0.59116], [-2.96918, -0.35491, 1.90526], [-4.11677, -0.92725, 2.47606], [-4.59663, -0.55246, 3.71975], [-3.91286, 0.42244, 4.44560], [-2.77423, 0.99522, 3.90566], [-2.27910, 0.64450, 2.63657], [-1.20201, 1.35892, 2.08495], [-0.07773, 1.48968, 2.74282], [0.33002, 0.90798, 3.78173], [0.94797, 2.41871, 2.10271], [1.85047, 3.07624, 2.94274], [2.84460, 3.85858, 2.39193], [2.93974, 3.95547, 1.01044], [2.01982, 3.26612, 0.24391], [1.04167, 2.51683, 0.77607], [-2.13368, -2.22355, -1.17241], [-2.62160, -3.40627, -1.73510], [-2.44900, -3.61982, -3.08871], [-1.76736, -2.66662, -3.84104], [-1.27923, -1.55022, -3.18765], [-1.45640, -1.32376, -1.88257], [-4.62705, -1.69012, 1.90133], [-5.49264, -1.01522, 4.11894], [-4.26242, 0.73118, 5.42560], [-2.22940, 1.75256, 4.45749], [1.74880, 2.93386, 4.00912], [3.55210, 4.37840, 3.03061], [3.71936, 4.53288, 0.53167], [2.06261, 3.29099, -0.83812], [-3.11862, -4.12101, -1.09019], [-2.82725, -4.52103, -3.55671], [-1.59951, -2.79657, -4.90302], [-0.70991, -0.79862, -3.72420], [2.41984, -0.62562, 0.15616], [3.51770, 0.09927, 0.41010], [3.99624, 0.00881, 1.68359], [5.10176, 0.68026, 2.11520], [5.77333, 1.48914, 1.19144], [5.28671, 1.59343, -0.08459], [4.12095, 0.91105, -0.54505], [3.51641, 1.10507, -2.11709], [3.40993, -0.63823, 2.32000], [5.42390, 0.57092, 3.14106], [6.66026, 2.04078, 1.48319], [5.76913, 2.22531, -0.81715], [1.69537, -3.98046, -3.05179], [2.09926, -2.11648, -1.94007], [1.91495, -3.61156, -0.39699], [2.64080, -4.82011, -0.94413], [3.42432, -5.68114, -0.19088], [4.11739, -6.72786, -0.80461], [4.01904, -6.90893, -2.17749], [3.22232, -6.04984, -2.93594], [2.52862, -5.01002, -2.33279], [1.91099, -3.93057, -4.11957], [0.62896, -4.18823, -2.92036], [0.84752, -3.83704, -0.28644], [2.30192, -3.26512, 0.55808], [3.51293, -5.52347, 0.87972], [4.74209, -7.38540, -0.21117], [4.56934, -7.70771, -2.66210], [3.15576, -6.18287, -4.01085], [-2.13768, 4.53022, -3.65456], [-3.24225, 3.06879, -3.12444], [-4.45913, 2.95348, -3.79247], [-5.32251, 1.91680, -3.47585], [-4.96414, 1.00557, -2.49188], [-3.74992, 1.12649, -1.82954], [-2.85868, 2.16208, -2.13372], [-1.09298, 2.23124, -0.99228], [-4.71918, 3.67634, -4.55623], [-6.27158, 1.82753, -3.99574], [-5.63536, 0.19414, -2.22959], [-3.46821, 0.42858, -1.04261]]
}



(4)
{
  "formula": "C47H63F9O10",
  "method": "ωB97M-V/def2-TZVPD",
  "lumo_ev": -0.3,
  "multiplicity": 1,
  "e_homo_ev": -9.236,
  "total_charge": 0,
  "smiles": "CCCCCCCCCCCc1cc2c(cc1CC=O)C(=O)c1ccc(CC(C)C)c(COCCC)c1C2=O.CCOC(=O)C(F)(F)F.CCOC(=O)C(F)(F)F.CCOC(=O)C(F)(F)F",
  "species": ["C", "C", "C", "C", "C", "C", "C", "C", "C", "C", "C", "C", "C", "C", "C", "C", "C", "C", "C", "O", "C", "O", "C", "C", "C", "C", "C", "C", "C", "C", "C", "C", "O", "C", "C", "C", "C", "C", "O", "H", "H", "H", "H", "H", "H", "H", "H", "H", "H", "H", "H", "H", "H", "H", "H", "H", "H", "H", "H", "H", "H", "H", "H", "H", "H", "H", "H", "H", "H", "H", "H", "H", "H", "H", "H", "H", "H", "H", "H", "H", "H", "H", "H", "H", "H", "H", "H", "C", "C", "O", "C", "O", "C", "F", "F", "F", "H", "H", "H", "H", "H", "C", "C", "O", "C", "O", "C", "F", "F", "F", "H", "H", "H", "H", "H", "C", "C", "O", "C", "O", "C", "F", "F", "F", "H", "H", "H", "H", "H"],
  "coordinates": [[-0.33359, -3.40991, 1.87412], [1.08871, -3.95824, 2.03003], [1.60649, -3.90864, 3.47903], [1.78339, -2.47257, 4.02950], [3.23543, -1.96506, 3.96730], [3.62195, -1.16974, 2.69718], [2.71795, 0.02586, 2.38191], [2.92028, 1.19722, 3.38515], [2.82191, 2.54379, 2.62514], [2.61158, 3.75983, 3.54786], [1.14350, 4.20736, 3.74654], [0.39305, 4.41210, 2.43542], [-0.53024, 3.43848, 2.07136], [-1.18331, 3.59922, 0.88113], [-0.93236, 4.68614, 0.07443], [-0.03594, 5.63622, 0.43609], [0.63832, 5.49650, 1.63634], [1.67213, 6.55264, 2.00923], [1.17041, 7.93369, 1.56182], [0.12627, 8.36145, 2.01295], [-1.68991, 4.71361, -1.22616], [-2.14247, 5.73447, -1.71115], [-1.80963, 3.36549, -1.87919], [-1.65085, 3.18799, -3.23146], [-1.73139, 1.92718, -3.74654], [-1.96623, 0.81940, -2.97338], [-1.99837, -0.55322, -3.60784], [-0.50770, -1.02333, -3.76795], [0.05036, -0.79379, -5.20347], [-0.28684, -2.46374, -3.28784], [-2.14617, 0.97976, -1.60459], [-2.43038, -0.16584, -0.66770], [-3.85875, -0.19404, -0.51660], [-4.27267, -1.19423, 0.39399], [-4.97652, -0.59210, 1.60634], [-6.25327, 0.18988, 1.21081], [-2.05657, 2.26297, -1.08871], [-2.17987, 2.56716, 0.39834], [-3.01135, 2.06622, 1.13544], [-1.09082, -4.15682, 2.12439], [-0.52233, -2.53541, 2.50515], [-0.45962, -3.08223, 0.84091], [1.81125, -3.43535, 1.39367], [1.05979, -5.00775, 1.71592], [0.81997, -4.37046, 4.09313], [2.50618, -4.50902, 3.62004], [1.52007, -2.53126, 5.09301], [1.05594, -1.79100, 3.58501], [3.49764, -1.40249, 4.86974], [3.87519, -2.85593, 3.98294], [4.64869, -0.81287, 2.84632], [3.67063, -1.86983, 1.85433], [1.66057, -0.23038, 2.26606], [3.02918, 0.40624, 1.39893], [2.19719, 1.10724, 4.20036], [3.95430, 1.10002, 3.73018], [3.78612, 2.67662, 2.12062], [2.08191, 2.43917, 1.82618], [3.00992, 3.49531, 4.53143], [3.13648, 4.60597, 3.09551], [1.10090, 5.15562, 4.29496], [0.60327, 3.48213, 4.36193], [-0.70740, 2.57318, 2.69816], [0.15139, 6.46551, -0.23711], [2.60853, 6.34120, 1.47548], [1.88253, 6.56336, 3.07881], [1.69989, 8.55497, 0.80905], [-1.43855, 4.05544, -3.84719], [-1.59656, 1.78308, -4.81513], [-2.49353, -0.53543, -4.57996], [-2.48214, -1.26975, -2.94692], [0.10135, -0.39416, -3.11029], [-0.68944, -0.37024, -5.88254], [0.44965, -1.74551, -5.56082], [0.90402, -0.11168, -5.15572], [0.80178, -2.60415, -3.22905], [-0.64597, -3.21573, -3.99779], [-0.64770, -2.63517, -2.26985], [-2.14877, -1.13075, -1.09214], [-2.01473, 0.00992, 0.32901], [-5.02586, -1.82929, -0.09900], [-3.46427, -1.86901, 0.70120], [-5.28641, -1.39814, 2.27964], [-4.32539, 0.09541, 2.14982], [-6.43498, 0.21178, 0.13386], [-6.20513, 1.21553, 1.58304], [-7.14872, -0.24089, 1.67127], [-0.46952, 7.34737, -4.25544], [0.73596, 7.80143, -5.05027], [1.01293, 6.90391, -6.14323], [0.23878, 7.03359, -7.21327], [-0.64983, 7.82059, -7.34722], [0.67940, 6.03849, -8.29617], [0.85146, 4.80776, -7.79542], [1.84273, 6.41709, -8.84419], [-0.21924, 5.95350, -9.27242], [-0.33491, 6.32050, -3.91307], [-0.62207, 7.99042, -3.38946], [-1.37406, 7.36811, -4.86170], [1.62352, 7.78814, -4.42024], [0.61644, 8.81927, -5.42130], [-4.22056, -7.69913, -5.03221], [-4.17881, -6.19068, -5.15345], [-2.82372, -5.70094, -5.15140], [-2.15780, -5.82778, -6.29205], [-2.57866, -6.30197, -7.30428], [-0.75385, -5.22824, -6.13988], [-0.14813, -5.64517, -5.02003], [-0.80959, -3.88633, -6.08674], [0.04005, -5.55568, -7.15438], [-3.67339, -8.02424, -4.14634], [-5.25097, -8.04546, -4.95960], [-3.75556, -8.17735, -5.89338], [-4.66232, -5.73464, -4.29181], [-4.70184, -5.84147, -6.04346], [4.01999, -4.34443, 9.15614], [4.78013, -5.56912, 8.69288], [3.93633, -6.45311, 7.93001], [3.70912, -6.09669, 6.67320], [4.14024, -5.12316, 6.12937], [2.83059, -7.14846, 5.98229], [1.77284, -7.48585, 6.73081], [3.52066, -8.27283, 5.74431], [2.37192, -6.70069, 4.81733], [3.13051, -4.63835, 9.71492], [4.65044, -3.72496, 9.79320], [3.68712, -3.74335, 8.31065], [5.11665, -6.14538, 9.55238], [5.66358, -5.30182, 8.11344]]
}



Number 1: molecular weight 365.417 g/mol, E -37051.180 eV. Number 2: molecular weight 790.985 g/mol, E -73326.676 eV. Number 3: molecular weight 1090.043 g/mol, E -149236.097 eV. Number 4: molecular weight 958.993 g/mol, E -94693.740 eV.